{"formula": "C33H26FMnN7O4", "method": "wB97M-V/def2-TZVPD", "elements": ["Mn", "C", "C", "C", "C", "N", "C", "C", "C", "C", "C", "C", "N", "C", "C", "C", "C", "C", "N", "H", "H", "H", "H", "H", "H", "H", "H", "H", "H", "H", "C", "N", "C", "C", "C", "C", "C", "N", "C", "C", "C", "C", "C", "C", "H", "H", "H", "H", "H", "H", "H", "H", "H", "H", "H", "F", "C", "C", "N", "C", "C", "O", "O", "C", "O", "N", "C", "O", "H", "H", "H", "H"], "positions_angstrom": [[-0.209, 0.126, -0.488], [-3.150, 2.628, 1.348], [-2.553, 2.931, 2.559], [-1.296, 2.417, 2.860], [-0.670, 1.610, 1.929], [-1.267, 1.320, 0.747], [-2.470, 1.812, 0.455], [0.679, 1.016, 2.085], [1.528, 1.138, 3.177], [2.756, 0.487, 3.132], [3.131, -0.249, 2.015], [2.241, -0.324, 0.952], [1.055, 0.288, 1.028], [2.447, -1.004, -0.348], [3.584, -1.713, -0.691], [3.677, -2.240, -1.974], [2.644, -2.040, -2.871], [1.520, -1.338, -2.457], [1.427, -0.840, -1.226], [-4.119, 3.022, 1.082], [-3.056, 3.574, 3.267], [-0.815, 2.656, 3.797], [-2.870, 1.538, -0.512], [1.241, 1.716, 4.042], [3.429, 0.558, 3.975], [4.089, -0.743, 1.974], [4.384, -1.845, 0.020], [4.555, -2.800, -2.265], [2.685, -2.430, -3.876], [0.662, -1.188, -3.101], [-0.193, -2.134, 2.429], [-0.709, -1.750, 1.126], [-1.394, -2.628, 0.493], [-1.802, -2.361, -0.843], [-2.479, -3.142, -1.763], [-2.548, -2.379, -2.942], [-1.910, -1.179, -2.679], [-1.459, -1.149, -1.396], [1.024, -3.032, 2.367], [1.819, -3.111, 1.229], [2.958, -3.901, 1.216], [3.319, -4.622, 2.343], [2.526, -4.559, 3.478], [1.386, -3.772, 3.488], [-0.970, -2.605, 3.041], [0.090, -1.220, 2.960], [-1.661, -3.593, 0.932], [-2.860, -4.134, -1.596], [-3.016, -2.656, -3.870], [-1.805, -0.317, -3.314], [1.519, -2.582, 0.332], [3.557, -3.968, 0.318], [4.203, -5.245, 2.332], [2.788, -5.134, 4.355], [0.767, -3.736, 4.375], [-2.901, 5.527, 0.142], [-2.691, 4.953, -1.049], [-1.462, 4.652, -1.472], [-1.234, 4.063, -2.692], [0.065, 3.449, -2.912], [0.182, 2.233, -1.996], [1.106, 2.122, -1.178], [-0.755, 1.376, -2.069], [-2.272, 3.735, -3.549], [-2.108, 3.185, -4.606], [-3.528, 4.084, -3.080], [-3.871, 4.637, -1.853], [-5.015, 4.803, -1.511], [-0.589, 4.855, -0.867], [0.856, 4.167, -2.703], [0.107, 3.136, -3.956], [-4.299, 3.849, -3.695]], "homo_energy_ha": [-0.379, -0.378], "e_above_lowest_kcal_mol": 37.4, "s2": 6.042, "charge": 1, "spin_multiplicity": 5, "orbital_gap_ev": [6.25, 6.23]}

{"formula": "C3H3NOS", "method": "wB97M-V/def2-TZVPD", "elements": ["S", "C", "C", "O", "C", "N", "H", "H", "H"], "positions_angstrom": [[2.395, 0.112, -0.079], [0.609, 0.030, 0.077], [-0.228, 1.089, 0.050], [-1.371, 0.748, -0.029], [-1.403, -0.659, -0.048], [-0.214, -1.042, -0.077], [2.618, -1.165, 0.436], [-0.128, 2.037, -0.231], [-2.278, -1.150, -0.099]], "homo_energy_ha": -0.312, "e_above_lowest_kcal_mol": 40.0, "charge": 0, "spin_multiplicity": 1, "smiles": "Sc1cocn1", "orbital_gap_ev": 9.39}

{"formula": "C5H15NO3", "method": "wB97M-V/def2-TZVPD", "elements": ["C", "C", "C", "N", "C", "C", "O", "H", "H", "H", "H", "H", "H", "H", "H", "H", "H", "H", "O", "H", "H", "O", "H", "H"], "positions_angstrom": [[1.986, 0.728, -1.623], [1.498, -0.676, -1.385], [-0.036, -0.788, -1.013], [-0.337, -0.033, 0.217], [-0.346, -0.488, 1.496], [-0.201, -1.966, 1.754], [-0.629, 0.285, 2.402], [1.882, 1.016, -2.674], [1.309, 1.427, -1.124], [2.976, 0.986, -1.259], [1.521, -1.427, -2.182], [1.980, -1.115, -0.507], [-0.709, -0.463, -1.798], [-0.089, -1.842, -0.769], [-0.494, 0.955, 0.066], [0.788, -2.391, 1.868], [-0.729, -2.577, 1.008], [-0.821, -2.258, 2.603], [0.438, 3.164, 1.147], [0.504, 2.406, 1.768], [1.352, 3.352, 0.909], [-4.261, 0.473, -0.372], [-3.724, 0.827, -1.051], [-3.860, 0.406, 0.522]], "homo_energy_ha": -0.355, "e_above_lowest_kcal_mol": 21.7, "charge": 0, "spin_multiplicity": 1, "smiles": "CCCNC(C)=O.O.O", "orbital_gap_ev": 10.29}

{"formula": "C6H14MnN2SSbSe4", "method": "wB97M-V/def2-TZVPD", "elements": ["Mn", "C", "C", "N", "C", "C", "S", "C", "C", "N", "H", "H", "H", "H", "H", "H", "H", "H", "H", "H", "H", "H", "H", "H", "Se", "Sb", "Se", "Se", "Se"], "positions_angstrom": [[0.186, -0.710, 1.731], [0.105, 0.567, -1.619], [-0.200, -0.934, -1.718], [-0.619, -1.467, -0.418], [-2.018, -1.297, -0.062], [-2.418, 0.118, 0.353], [-1.354, 0.880, 1.651], [-0.658, 2.351, 0.818], [0.720, 2.116, 0.187], [0.825, 0.786, -0.369], [-0.813, 1.165, -1.623], [0.700, 0.872, -2.490], [0.736, -1.436, -1.986], [-0.952, -1.134, -2.498], [-0.434, -2.476, -0.416], [-2.231, -1.971, 0.780], [-2.686, -1.587, -0.894], [-3.426, 0.092, 0.779], [-2.430, 0.800, -0.496], [-0.585, 3.118, 1.591], [-1.403, 2.670, 0.088], [1.483, 2.222, 0.968], [0.899, 2.905, -0.560], [1.815, 0.577, -0.554], [3.775, -0.865, -1.199], [3.256, -1.907, 0.993], [2.100, -0.048, 2.507], [0.427, -2.832, 2.168], [5.203, -2.574, 2.287]], "homo_energy_ha": [-0.113, -0.143], "e_above_lowest_kcal_mol": 59.8, "s2": 9.140, "charge": -1, "spin_multiplicity": 6, "orbital_gap_ev": [5.15, 5.66]}

{"formula": "CH9N2O", "method": "wB97M-V/def2-TZVPD", "elements": ["N", "H", "H", "H", "H", "N", "C", "O", "H", "H", "H", "H", "H"], "positions_angstrom": [[-0.793, 1.802, 1.594], [0.193, 2.003, 1.661], [-0.984, 1.698, 2.591], [-0.572, 0.342, 0.014], [-1.414, 2.426, 1.109], [-0.310, -0.651, -0.094], [0.867, -0.782, -1.022], [0.603, -1.925, -1.726], [-0.332, -0.958, 0.893], [-1.068, -1.215, -0.502], [1.786, -0.787, -0.441], [0.799, 0.119, -1.630], [1.226, -2.073, -2.447]], "homo_energy_ha": -0.543, "e_above_lowest_kcal_mol": 17.8, "charge": 1, "spin_multiplicity": 1, "orbital_gap_ev": 11.44}

{"formula": "C4H6O5S", "method": "wB97M-V/def2-TZVPD", "elements": ["C", "C", "C", "C", "O", "O", "O", "O", "O", "S", "H", "H", "H", "H", "H", "H"], "positions_angstrom": [[-0.734, -0.197, -0.183], [0.963, 0.851, -1.660], [-0.070, 1.160, -0.604], [-0.567, -1.119, 1.019], [-1.038, -0.961, -1.361], [-0.167, -0.860, 3.685], [-1.762, -0.194, 0.707], [1.583, 0.088, 2.266], [-0.700, -2.370, 0.791], [0.056, -0.011, 2.519], [1.749, 0.058, -1.230], [0.610, 0.281, -2.444], [1.637, 1.641, -1.945], [-0.908, 1.836, -1.092], [0.437, 1.558, 0.310], [-1.088, -1.760, -0.776]], "homo_energy_ha": 0.035, "charge": -2, "spin_multiplicity": 1, "orbital_gap_ev": 5.49}

{"formula": "C20H22I2N3O2", "method": "wB97M-V/def2-TZVPD", "elements": ["C", "C", "I", "C", "I", "O", "C", "O", "C", "C", "C", "N", "C", "C", "C", "C", "C", "C", "C", "C", "C", "N", "H", "H", "H", "H", "H", "H", "H", "H", "H", "H", "H", "H", "H", "H", "H", "C", "C", "C", "C", "N", "H", "H", "H", "H", "H", "H", "H"], "positions_angstrom": [[7.872, 0.727, 0.485], [6.730, 1.804, 1.021], [7.234, 3.939, 0.757], [5.420, 1.394, 1.653], [4.117, 3.013, 2.335], [5.159, -0.050, 1.742], [4.046, -0.366, 2.651], [4.361, -0.439, 3.974], [2.529, -0.552, 2.055], [2.128, 0.363, 0.736], [0.604, 0.238, 0.144], [-0.464, -0.691, 0.757], [-1.841, -0.608, 0.065], [-2.350, 0.960, 0.348], [-3.037, 1.932, -0.780], [-3.452, 3.496, -0.365], [-3.201, 4.146, 1.131], [-2.523, 3.133, 2.271], [-2.104, 1.575, 1.852], [-0.152, -1.587, 1.936], [1.367, -1.556, 2.636], [1.643, -2.469, 3.811], [8.569, 0.520, 1.426], [7.345, -0.284, 0.218], [8.572, 1.157, -0.349], [2.854, 1.136, 0.208], [0.315, 0.913, -0.795], [-1.728, -0.829, -1.102], [-2.537, -1.409, 0.564], [-3.212, 1.545, -1.870], [-3.941, 4.216, -1.175], [-3.481, 5.267, 1.416], [-2.318, 3.462, 3.392], [-1.590, 0.852, 2.644], [-1.023, -2.289, 2.351], [2.424, -2.132, 4.415], [1.749, -3.469, 3.531], [-4.640, -1.091, -4.033], [-3.676, -2.124, -4.602], [-3.556, -3.375, -3.733], [-2.915, -3.099, -2.441], [-2.411, -2.882, -1.419], [-4.287, -0.699, -3.074], [-4.736, -0.247, -4.723], [-5.635, -1.522, -3.884], [-2.691, -1.661, -4.740], [-4.032, -2.420, -5.595], [-2.961, -4.122, -4.271], [-4.547, -3.816, -3.573]], "homo_energy_ha": -0.396, "e_above_lowest_kcal_mol": 441.9, "charge": 1, "spin_multiplicity": 1, "orbital_gap_ev": 5.63}

{"formula": "CH2BrF2N", "method": "wB97M-V/def2-TZVPD", "elements": ["F", "C", "F", "N", "Br", "H", "H"], "positions_angstrom": [[0.881, 1.265, -0.189], [0.473, 0.080, 0.314], [1.572, -0.732, 0.262], [-0.526, -0.483, -0.497], [-2.279, -0.250, 0.083], [0.296, 0.145, 1.431], [-0.417, -0.025, -1.404]], "homo_energy_ha": -0.372, "e_above_lowest_kcal_mol": 3.6, "charge": 0, "spin_multiplicity": 1, "smiles": "FC(F)NBr", "orbital_gap_ev": 10.18}

Number 1: DFT total energy -3208.18594 a.u.. Number 2: DFT total energy -644.22325 a.u.. Number 3: DFT total energy -479.97705 a.u.. Number 4: DFT total energy -11741.77739 a.u.. Number 5: DFT total energy -227.98722 a.u.. Number 6: DFT total energy -930.29729 a.u.. Number 7: DFT total energy -1684.48132 a.u.. Number 8: DFT total energy -2867.77295 a.u..